{"formula": "C81H171N9O9", "method": "ωB97M-V/def2-TZVPD", "homo_lumo_gap_ev": 7.535, "lumo_energy_ev": 0.3, "charge": 0, "spin_multiplicity": 1, "relative_energy_ev": 51.081, "e_tot_ev": -118549.3575, "symbols": ["C", "C", "C", "C", "C", "C", "N", "O", "C", "C", "C", "H", "H", "H", "H", "H", "H", "H", "H", "H", "H", "H", "H", "H", "H", "H", "H", "H", "H", "H", "C", "C", "C", "C", "C", "C", "N", "O", "C", "C", "C", "H", "H", "H", "H", "H", "H", "H", "H", "H", "H", "H", "H", "H", "H", "H", "H", "H", "H", "H", "C", "C", "C", "C", "C", "C", "N", "O", "C", "C", "C", "H", "H", "H", "H", "H", "H", "H", "H", "H", "H", "H", "H", "H", "H", "H", "H", "H", "H", "H", "C", "C", "C", "C", "C", "C", "N", "O", "C", "C", "C", "H", "H", "H", "H", "H", "H", "H", "H", "H", "H", "H", "H", "H", "H", "H", "H", "H", "H", "H", "C", "C", "C", "C", "C", "C", "N", "O", "C", "C", "C", "H", "H", "H", "H", "H", "H", "H", "H", "H", "H", "H", "H", "H", "H", "H", "H", "H", "H", "H", "C", "C", "C", "C", "C", "C", "N", "O", "C", "C", "C", "H", "H", "H", "H", "H", "H", "H", "H", "H", "H", "H", "H", "H", "H", "H", "H", "H", "H", "H", "C", "C", "C", "C", "C", "C", "N", "O", "C", "C", "C", "H", "H", "H", "H", "H", "H", "H", "H", "H", "H", "H", "H", "H", "H", "H", "H", "H", "H", "H", "C", "C", "C", "C", "C", "C", "N", "O", "C", "C", "C", "H", "H", "H", "H", "H", "H", "H", "H", "H", "H", "H", "H", "H", "H", "H", "H", "H", "H", "H", "C", "C", "C", "C", "C", "C", "N", "O", "C", "C", "C", "H", "H", "H", "H", "H", "H", "H", "H", "H", "H", "H", "H", "H", "H", "H", "H", "H", "H", "H"], "xyz": [[-18.744, -9.982, -11.913], [-18.607, -8.969, -13.132], [-19.930, -9.121, -13.985], [-21.086, -8.267, -13.441], [-20.630, -6.764, -12.992], [-19.362, -6.648, -12.148], [-18.319, -7.590, -12.761], [-17.122, -7.632, -12.035], [-18.774, -5.219, -12.194], [-19.770, -7.142, -10.654], [-17.433, -9.349, -14.067], [-19.790, -9.982, -11.606], [-18.303, -9.575, -11.003], [-18.307, -10.968, -12.075], [-19.739, -8.874, -15.030], [-20.117, -10.195, -13.966], [-21.609, -8.650, -12.565], [-21.866, -8.154, -14.195], [-21.449, -6.276, -12.464], [-20.472, -6.204, -13.914], [-19.473, -4.430, -11.915], [-17.903, -5.155, -11.542], [-18.379, -4.976, -13.181], [-18.857, -7.384, -10.111], [-20.275, -6.337, -10.120], [-20.236, -8.126, -10.594], [-17.291, -8.647, -14.889], [-17.807, -10.285, -14.483], [-16.426, -9.531, -13.691], [-16.550, -7.088, -12.581], [-13.299, 1.962, -13.868], [-14.439, 2.699, -13.037], [-14.556, 1.991, -11.652], [-13.675, 2.552, -10.557], [-13.861, 4.081, -10.403], [-13.366, 4.762, -11.733], [-14.070, 4.161, -12.887], [-13.853, 4.800, -14.104], [-13.888, 6.179, -11.634], [-11.879, 4.615, -11.806], [-15.761, 2.602, -13.784], [-13.469, 0.890, -13.963], [-12.380, 2.209, -13.338], [-13.149, 2.362, -14.871], [-15.596, 2.147, -11.365], [-14.501, 0.918, -11.833], [-12.669, 2.166, -10.726], [-13.911, 2.008, -9.643], [-13.298, 4.323, -9.502], [-14.905, 4.290, -10.171], [-14.973, 6.275, -11.612], [-13.453, 6.757, -10.819], [-13.519, 6.784, -12.462], [-11.437, 4.999, -10.887], [-11.501, 3.599, -11.691], [-11.458, 5.072, -12.702], [-16.509, 3.294, -13.396], [-16.084, 1.561, -13.751], [-15.632, 2.834, -14.841], [-14.755, 5.075, -14.283], [-10.488, -4.305, -13.643], [-10.791, -3.671, -12.265], [-9.494, -3.929, -11.428], [-9.552, -3.061, -10.137], [-9.716, -1.550, -10.500], [-11.014, -1.239, -11.400], [-11.075, -2.207, -12.509], [-12.212, -2.027, -13.303], [-12.233, -1.202, -10.447], [-10.798, 0.074, -11.969], [-11.943, -4.375, -11.614], [-9.595, -3.949, -14.157], [-11.336, -4.238, -14.325], [-10.251, -5.353, -13.462], [-9.472, -4.938, -11.016], [-8.592, -3.606, -11.947], [-8.647, -3.077, -9.529], [-10.424, -3.310, -9.532], [-8.916, -1.079, -11.072], [-9.785, -0.981, -9.573], [-12.559, -2.226, -10.266], [-12.025, -0.635, -9.539], [-13.045, -0.637, -10.905], [-9.991, 0.071, -12.702], [-11.707, 0.409, -12.469], [-10.683, 0.707, -11.088], [-11.646, -4.725, -10.625], [-12.332, -5.202, -12.208], [-12.778, -3.679, -11.534], [-12.816, -2.568, -12.788], [-14.532, -2.644, -8.778], [-15.183, -4.003, -8.250], [-16.602, -3.595, -7.726], [-17.440, -4.820, -7.405], [-17.592, -5.586, -8.684], [-16.272, -6.093, -9.285], [-15.313, -4.941, -9.339], [-14.187, -5.183, -10.120], [-15.787, -7.327, -8.413], [-16.471, -6.595, -10.754], [-14.360, -4.584, -7.095], [-15.086, -2.142, -9.571], [-13.576, -2.696, -9.300], [-14.451, -1.906, -7.980], [-16.584, -2.970, -6.833], [-17.097, -2.976, -8.475], [-18.450, -4.565, -7.083], [-16.937, -5.455, -6.675], [-17.964, -4.806, -9.349], [-18.396, -6.322, -8.668], [-16.068, -8.330, -8.732], [-14.708, -7.221, -8.522], [-16.118, -7.303, -7.374], [-16.510, -5.704, -11.380], [-15.723, -7.230, -11.228], [-17.386, -7.154, -10.949], [-13.619, -5.297, -7.456], [-14.996, -5.103, -6.379], [-13.771, -3.776, -6.661], [-13.788, -5.961, -9.722], [-17.286, 0.450, -10.568], [-16.711, 0.136, -9.183], [-15.211, -0.310, -9.403], [-14.273, -0.258, -8.116], [-14.329, 1.123, -7.474], [-15.826, 1.520, -7.190], [-16.775, 1.258, -8.261], [-18.075, 1.655, -7.988], [-16.357, 0.904, -5.909], [-15.759, 3.019, -6.960], [-17.463, -1.123, -8.631], [-16.573, 0.915, -11.250], [-18.057, 1.202, -10.400], [-17.837, -0.298, -11.139], [-15.186, -1.302, -9.853], [-14.724, 0.372, -10.100], [-13.255, -0.546, -8.377], [-14.450, -1.011, -7.347], [-13.968, 1.888, -8.161], [-13.569, 1.195, -6.696], [-15.688, 1.228, -5.112], [-17.349, 1.220, -5.587], [-16.447, -0.182, -5.922], [-15.686, 3.634, -7.858], [-16.607, 3.452, -6.429], [-14.792, 3.299, -6.543], [-18.493, -0.770, -8.565], [-17.071, -1.419, -7.658], [-17.561, -2.063, -9.174], [-18.439, 0.961, -7.433], [-20.281, -1.405, -7.819], [-20.375, -2.693, -8.777], [-19.715, -3.887, -8.125], [-20.008, -5.215, -8.913], [-21.520, -5.387, -9.186], [-22.232, -4.120, -9.695], [-21.823, -2.890, -9.059], [-22.484, -1.734, -9.510], [-21.992, -4.086, -11.205], [-23.758, -4.229, -9.616], [-19.506, -2.244, -10.006], [-19.309, -1.209, -7.366], [-20.933, -1.454, -6.946], [-20.454, -0.535, -8.451], [-18.641, -3.737, -8.016], [-20.089, -3.948, -7.103], [-19.518, -6.084, -8.474], [-19.312, -5.155, -9.750], [-21.988, -5.840, -8.312], [-21.610, -6.189, -9.918], [-20.996, -3.804, -11.546], [-22.197, -5.027, -11.715], [-22.709, -3.415, -11.678], [-23.977, -5.241, -9.958], [-24.078, -4.279, -8.576], [-24.315, -3.527, -10.237], [-18.591, -1.715, -9.739], [-20.136, -1.600, -10.620], [-19.198, -3.125, -10.569], [-22.135, -1.553, -10.386], [-13.407, -0.022, -17.805], [-12.412, 0.363, -16.615], [-13.025, -0.174, -15.347], [-12.795, -1.662, -15.177], [-11.278, -1.985, -15.317], [-10.707, -1.592, -16.710], [-11.093, -0.170, -16.865], [-10.454, 0.415, -17.982], [-9.148, -1.793, -16.697], [-11.289, -2.521, -17.785], [-12.365, 1.876, -16.484], [-13.749, -1.033, -17.581], [-12.939, 0.143, -18.776], [-14.267, 0.640, -17.899], [-12.742, 0.311, -14.412], [-14.114, -0.130, -15.379], [-13.282, -2.174, -16.007], [-13.205, -1.980, -14.219], [-11.161, -3.057, -15.159], [-10.756, -1.493, -14.496], [-8.689, -1.211, -15.898], [-8.738, -2.790, -16.533], [-8.728, -1.404, -17.625], [-12.065, -3.156, -17.357], [-11.605, -2.020, -18.700], [-10.596, -3.310, -18.076], [-11.781, 2.402, -17.239], [-12.069, 2.239, -15.500], [-13.395, 2.233, -16.485], [-9.686, 0.788, -17.544], [-20.063, 3.517, -13.676], [-19.418, 2.546, -14.676], [-19.668, 1.073, -14.216], [-21.049, 0.610, -14.366], [-21.572, 0.890, -15.824], [-21.319, 2.343, -16.300], [-19.942, 2.730, -16.021], [-19.478, 3.898, -16.636], [-21.656, 2.234, -17.792], [-22.350, 3.274, -15.679], [-17.833, 2.794, -14.675], [-19.339, 3.721, -12.887], [-20.979, 3.147, -13.215], [-20.270, 4.497, -14.106], [-18.944, 0.328, -14.545], [-19.459, 1.156, -13.149], [-21.728, 1.013, -13.615], [-21.027, -0.445, -14.095], [-22.652, 0.761, -15.764], [-21.115, 0.099, -16.419], [-22.665, 1.909, -18.045], [-21.568, 3.167, -18.347], [-20.889, 1.575, -18.199], [-22.032, 4.283, -15.945], [-23.338, 3.083, -16.098], [-22.490, 3.073, -14.617], [-17.364, 2.048, -15.317], [-17.342, 2.664, -13.710], [-17.480, 3.769, -15.012], [-18.807, 3.609, -17.258], [-16.531, -4.023, -13.451], [-16.536, -2.936, -12.317], [-15.064, -2.459, -12.057], [-14.490, -1.595, -13.118], [-15.350, -0.390, -13.236], [-16.851, -0.742, -13.610], [-17.390, -1.768, -12.692], [-18.722, -2.111, -12.863], [-17.606, 0.614, -13.286], [-17.024, -1.072, -15.102], [-17.014, -3.331, -10.879], [-16.041, -3.605, -14.330], [-17.401, -4.618, -13.728], [-15.838, -4.804, -13.139], [-14.966, -1.848, -11.159], [-14.436, -3.328, -11.861], [-14.404, -2.107, -14.076], [-13.476, -1.218, -12.981], [-14.920, 0.312, -13.949], [-15.371, 0.134, -12.280], [-17.647, 0.813, -12.215], [-17.124, 1.445, -13.800], [-18.632, 0.446, -13.615], [-17.926, -1.637, -15.335], [-17.280, -0.343, -15.870], [-16.151, -1.516, -15.581], [-16.279, -3.829, -10.247], [-17.866, -4.006, -10.968], [-17.229, -2.446, -10.282], [-19.042, -1.748, -12.034]]}